Entry 1:
Entry from the Open Molecules 2025 dataset: a structure of composition C34H34ClCsN3P at a distorted geometry (wB97M-V/def2-TZVPD).

Structure (XYZ):
```
74
C34H34ClCsN3P (wB97M-V/def2-TZVPD)
Cs 0.09 -0.02 -0.06
C -2.68 1.81 -1.25
N -1.93 1.92 -0.01
C -2.71 1.45 1.13
C -1.45 3.26 0.24
C -2.35 4.30 0.47
C -1.93 5.56 0.85
C -0.57 5.77 1.05
C 0.34 4.76 0.80
C -0.05 3.49 0.29
N 0.83 2.50 -0.06
C 2.10 2.81 -0.44
C 2.50 4.04 -1.03
C 3.82 4.32 -1.33
C 4.82 3.38 -1.09
C 4.45 2.14 -0.60
C 3.12 1.84 -0.32
N 2.75 0.51 0.14
C 3.18 -0.53 -0.78
C 3.21 0.27 1.49
H -3.62 2.38 -1.22
H -2.94 0.77 -1.45
H -2.08 2.19 -2.07
H -3.67 1.97 1.24
H -2.14 1.60 2.05
H -2.93 0.38 1.03
H -3.41 4.10 0.37
H -2.65 6.35 1.01
H -0.22 6.72 1.43
H 1.39 4.94 0.99
H 1.74 4.77 -1.26
H 4.07 5.28 -1.77
H 5.85 3.61 -1.30
H 5.21 1.38 -0.45
H 4.25 -0.74 -0.73
H 2.94 -0.24 -1.80
H 2.65 -1.47 -0.55
H 4.31 0.14 1.55
H 2.75 -0.64 1.89
H 2.93 1.11 2.12
Cl -2.21 -2.29 -0.12
C -2.13 -4.02 -0.11
C -3.29 -4.77 -0.18
C -3.19 -6.16 -0.19
C -1.95 -6.77 -0.12
C -0.80 -6.00 -0.04
C -0.86 -4.61 -0.02
P 0.58 -3.48 0.10
C 0.69 -3.29 1.92
C 1.94 -2.97 2.47
C 2.06 -2.67 3.82
C 0.94 -2.66 4.63
C -0.30 -2.96 4.09
C -0.43 -3.28 2.75
C 1.95 -4.65 -0.26
C 2.49 -4.59 -1.55
C 3.50 -5.46 -1.93
C 4.00 -6.38 -1.03
C 3.48 -6.44 0.26
C 2.46 -5.58 0.64
H -4.25 -4.28 -0.25
H -4.09 -6.75 -0.24
H -1.87 -7.85 -0.13
H 0.17 -6.48 0.01
H 2.82 -2.97 1.84
H 3.04 -2.44 4.23
H 1.03 -2.42 5.68
H -1.18 -2.95 4.72
H -1.40 -3.54 2.36
H 2.11 -3.85 -2.25
H 3.90 -5.40 -2.94
H 4.80 -7.05 -1.32
H 3.87 -7.16 0.96
H 2.06 -5.64 1.64
```

E_LUMO: 0.084 eV
relative energy (zero: lowest compared OMol25 entry of this formula, charge and spin): 16.07 kcal/mol
Kohn-Sham gap: 0.2113 Eh
max |F|: 1.4 eV Å⁻¹
charge: 0

Entry 2:
Entry from the Open Molecules 2025 dataset: a structure of composition C32H48AlP2 at a distorted geometry (wB97M-V/def2-TZVPD).

Structure (XYZ):
```
83
C32H48AlP2 (wB97M-V/def2-TZVPD)
Al -0.85 -0.36 0.91
C -1.69 0.62 2.64
C -2.47 1.59 1.87
C -3.43 -0.49 1.52
C -2.34 -0.67 2.45
C -3.47 0.88 1.16
C -0.94 0.93 3.90
H -0.38 1.88 3.84
H -0.24 0.12 4.14
H -1.64 1.00 4.74
C -2.21 -1.84 3.34
H -1.48 -1.65 4.14
H -1.91 -2.73 2.76
H -3.19 -2.04 3.81
C -4.35 -1.57 1.12
H -5.01 -1.85 1.96
H -3.76 -2.46 0.85
H -4.97 -1.26 0.27
C -4.50 1.45 0.27
H -5.45 1.61 0.82
H -4.73 0.77 -0.56
H -4.20 2.42 -0.16
C -2.35 3.06 1.97
H -3.15 3.47 2.60
H -2.42 3.54 0.98
H -1.39 3.35 2.42
C 5.13 1.68 -1.01
C 4.90 2.77 -0.26
C 4.96 4.20 -0.73
C 4.43 4.52 -2.16
C 3.15 3.83 -2.53
C 3.04 2.61 -3.05
C 4.16 1.66 -3.39
C 5.42 1.69 -2.49
H 5.99 4.60 -0.67
H 5.21 4.31 -2.90
H 4.39 4.79 0.00
H 6.05 2.55 -2.76
H 5.15 0.68 -0.56
H 4.73 2.67 0.81
H 5.99 0.78 -2.71
H 3.73 0.64 -3.37
H 2.05 2.23 -3.32
H 4.49 1.79 -4.44
H 4.24 5.60 -2.19
H 2.26 4.45 -2.38
P 1.26 0.41 0.55
P -1.17 -0.04 -1.54
C 1.66 0.33 -1.23
C 0.57 -0.29 -2.12
H 2.59 -0.23 -1.34
H 1.86 1.35 -1.56
H 0.62 0.11 -3.15
H 0.70 -1.38 -2.19
C -2.30 -1.16 -2.38
H -3.34 -0.80 -2.28
H -2.22 -2.16 -1.95
H -2.01 -1.17 -3.44
C -1.65 1.63 -2.13
H -1.29 1.75 -3.17
H -1.21 2.41 -1.48
H -2.75 1.72 -2.12
C 2.14 -0.92 1.40
H 1.96 -0.89 2.49
H 3.21 -0.80 1.17
H 1.78 -1.90 1.02
C 1.62 2.01 1.33
H 0.85 2.74 1.04
H 2.62 2.38 1.02
H 1.60 1.90 2.43
C -1.01 -2.17 0.30
C -1.31 -3.37 0.30
C -1.64 -4.73 0.38
C -0.93 -5.65 -0.42
C -1.23 -7.00 -0.31
C -2.24 -7.44 0.56
C -2.94 -6.52 1.35
C -2.65 -5.17 1.25
H -0.16 -5.28 -1.08
H -0.67 -7.72 -0.90
H -2.46 -8.50 0.64
H -3.69 -6.86 2.06
H -3.18 -4.42 1.84
```

E_LUMO: -2.002 eV
relative energy (zero: lowest compared OMol25 entry of this formula, charge and spin): 0.00 kcal/mol
Kohn-Sham gap: 0.2960 Eh
max |F|: 2.6 eV Å⁻¹
charge: +1

Entry 3:
Entry from the Open Molecules 2025 dataset: a cluster of 2 separate species, C4H11N3O in total (wB97M-V/def2-TZVPD).

Structure (XYZ):
```
19
C4H11N3O (wB97M-V/def2-TZVPD)
C 0.97 0.83 1.55
N 0.99 0.35 0.19
N 1.71 1.17 -0.70
C 0.63 -1.86 0.68
N 0.97 -0.94 -0.13
H 2.69 0.89 -0.75
H 1.32 1.06 -1.64
H 1.13 1.91 1.51
H 1.75 0.36 2.16
H -0.01 0.63 1.99
H 0.36 -1.71 1.72
H 0.57 -2.85 0.28
C -1.95 -0.41 -1.46
C -1.79 0.58 -0.35
O -2.09 0.39 0.80
H -1.36 1.55 -0.67
H -0.95 -0.77 -1.73
H -2.55 -1.25 -1.13
H -2.39 0.07 -2.33
```

E_LUMO: 1.068 eV
relative energy (zero: lowest compared OMol25 entry of this formula, charge and spin): 84.94 kcal/mol
structure (SMILES): C=NN(C)N.CC=O
Kohn-Sham gap: 0.3561 Eh
max |F|: 0.8 eV Å⁻¹
charge: 0

Question: Which formula does entry 3 have?
Answer: C4H11N3O

Question: Which value of charge does entry 1 give?
Answer: 0

Question: Which value of Kohn-Sham gap does entry 1 give?
Answer: 0.2113 Eh

Question: What is the formula in the second record?
Answer: C32H48AlP2